Record 1
86
Properties=species:S:1:pos:R:3:forces:R:3 method="wB97M-V/def2-TZVPD" charge=-2 gap_ev=6.5 multiplicity=1 e_above_lowest_kcal_mol=0.0
C -2.63702 3.19999 -2.75096 0.05 0.03 0.00
H 2.92431 -1.43700 4.02556 0.04 -0.01 -0.03
H 1.84750 -0.49210 2.98315 0.02 -0.01 0.05
H -0.25830 3.38623 5.58090 0.00 0.00 0.00
C -3.96459 4.51852 -0.09763 -0.05 -0.05 0.01
C -1.27187 0.66763 -6.40960 0.01 0.05 -0.09
C -0.28386 5.53386 5.51133 0.01 0.00 0.01
H 4.88978 1.26153 -0.22804 0.16 -0.05 0.12
C -0.05286 4.27059 4.99149 0.01 -0.01 -0.03
P -2.40361 2.05518 -0.22562 -0.14 0.36 -0.11
H -0.48454 3.67431 -5.51459 0.00 -0.01 0.01
H -0.23172 -4.43743 1.22230 0.00 0.03 0.05
C 1.37995 -2.60668 3.06759 -0.03 0.08 0.09
H -1.80462 3.31051 2.20204 0.00 -0.02 -0.01
H 5.21560 -0.46168 -0.34497 0.01 -0.02 -0.03
C 1.00890 -3.33720 -0.17031 -0.11 -0.05 0.02
H 1.80706 -3.52147 2.64972 0.05 0.02 0.00
C 1.10631 0.94633 -4.53352 0.01 0.02 -0.06
H 1.19571 3.79747 -6.03548 0.01 0.01 -0.01
H 1.59449 -0.19081 -7.58224 0.01 -0.01 0.01
Si 0.41789 1.43928 -6.11331 0.09 -0.05 0.20
C 0.44017 4.09802 3.68767 -0.03 0.00 0.00
C 0.78088 1.65841 2.68076 0.09 0.11 0.06
H -3.34716 0.89266 1.67170 -0.04 0.04 0.00
H 2.44450 -3.25370 -2.64942 0.01 0.00 0.05
C -3.10695 2.18656 -1.91612 -0.04 -0.16 0.04
H 1.25397 -4.33253 -0.55561 -0.06 0.00 -0.01
H -5.04032 6.36340 0.07051 0.00 0.01 0.01
H -4.51723 2.63456 -5.51031 0.01 -0.01 -0.01
H -0.09420 3.61699 -7.24439 -0.01 0.02 0.00
H -5.31015 0.77177 -4.07493 0.01 0.00 -0.02
O -3.72700 -1.56566 0.34555 -0.13 0.09 0.18
H -0.66998 5.63214 6.51998 0.00 0.01 0.00
C -4.12361 2.50854 -4.50860 -0.01 0.01 0.00
S 3.54328 -1.58109 1.70088 0.04 -0.02 -0.03
H -4.56700 1.01528 0.38872 -0.01 -0.04 0.09
H -1.97681 0.97332 -5.63481 0.01 0.01 0.02
H -4.09628 6.92358 2.29317 -0.01 0.00 0.01
S 3.15802 0.32937 -1.46729 0.37 -0.56 0.47
C -3.81544 6.00103 1.79806 -0.02 0.01 -0.04
O -1.99802 -0.49177 -0.61076 -0.07 -0.33 0.15
C -0.02948 6.66876 4.74999 -0.01 0.02 0.03
H 4.15888 -1.60073 -2.49499 0.01 0.03 0.01
C -4.56872 1.46992 -3.70477 0.01 0.01 0.02
H 1.16057 1.26223 -8.50077 0.02 -0.01 -0.02
H 1.10121 -2.82771 4.09991 -0.02 -0.03 -0.02
H 3.02808 0.73975 1.46518 0.01 0.03 -0.02
C -2.53995 3.96573 1.74342 0.06 0.04 0.03
S 0.57475 -2.24324 -1.54463 0.06 0.06 -0.11
C 2.12705 -2.21987 -2.46504 -0.02 0.08 0.00
C 0.68819 5.25549 2.93394 0.00 -0.01 0.00
C -3.14585 3.37017 -4.02834 0.00 0.01 -0.02
C -4.33823 5.68971 0.54974 0.01 0.02 0.02
C -2.91538 5.13010 2.39710 0.02 -0.01 0.02
C 4.43305 0.27151 -0.13072 0.02 0.52 0.09
H 0.65479 7.38950 2.84581 -0.01 0.00 0.01
H -0.21531 7.65610 5.15619 0.00 0.00 -0.01
C -4.06214 1.30839 -2.42080 -0.02 0.00 -0.01
H -2.47817 5.36413 3.36119 0.00 0.01 0.00
H -4.40620 0.47536 -1.82218 -0.01 0.01 0.02
H -1.67767 0.95815 -7.38477 -0.03 -0.02 0.01
H 3.53289 -1.93955 -0.88062 0.03 -0.04 -0.01
C -0.16709 -3.42835 0.80918 0.04 -0.02 0.09
H 1.88774 -2.94457 0.33728 0.05 -0.05 -0.01
C 1.53749 0.89912 -7.53922 -0.07 0.02 -0.03
C 0.64748 2.79548 3.14085 0.00 -0.03 0.06
H -1.19644 -0.42117 -6.37505 0.00 -0.01 0.00
H 1.05019 5.13929 1.92066 0.00 0.00 0.00
C 3.29544 -1.47317 -1.83362 -0.06 0.02 -0.12
H 2.55037 1.27973 -7.39467 0.01 0.02 0.00
C 0.45859 6.51656 3.45796 0.02 0.00 -0.02
K 0.30525 0.42973 0.15483 0.13 0.03 -0.22
C 0.24010 3.31359 -6.24721 -0.03 -0.03 -0.04
H -1.86149 3.86885 -2.39297 0.00 -0.01 0.01
S -0.15949 -2.22694 2.17663 0.03 -0.01 -0.32
H -1.11874 -3.21444 0.31332 0.00 -0.02 -0.02
H 4.68612 0.50130 2.01653 0.03 0.04 -0.04
C 2.38062 -1.44414 3.07774 -0.08 0.00 0.06
C -3.50887 0.83502 0.59254 0.04 -0.11 -0.09
C 3.93313 0.14978 1.30657 -0.08 -0.16 0.08
C -3.05275 -0.56247 0.08187 0.07 0.14 -0.27
H -4.38530 4.29459 -1.07011 0.01 -0.01 -0.01
C 1.54740 0.55018 -3.44581 -0.43 0.03 -0.44
C -3.05660 3.63708 0.48752 -0.05 -0.05 0.12
H -2.76721 4.16768 -4.65651 0.00 0.00 0.00
H 1.85930 -1.76975 -3.41789 0.01 0.02 0.00

Record 2
55
Properties=species:S:1:pos:R:3:forces:R:3 method="wB97M-V/def2-TZVPD" charge=-2 gap_ev=3.1 multiplicity=1 e_above_lowest_kcal_mol=177.6
S 6.15301 0.97125 0.97121 0.96 0.56 0.20
H 0.43709 3.61836 -1.88266 1.11 -1.26 1.69
H 2.84250 -4.09930 0.89412 -1.68 2.01 -0.36
O -2.19750 0.09394 -0.83690 -2.03 -1.37 -0.62
H -3.06144 1.47467 1.81873 -2.25 -0.24 -1.18
O 4.81318 1.46558 1.33693 -1.66 0.22 0.21
O -0.49806 -2.89836 2.14679 6.48 4.41 -0.59
H -4.97553 1.12992 1.92084 1.81 0.37 -1.39
H -1.00718 3.46920 0.33531 2.30 0.56 -0.27
C 0.90837 3.08038 -0.95465 0.34 1.48 1.28
O 1.94609 -2.40696 1.85890 -4.34 0.60 -0.83
C 0.15957 3.69027 0.41083 -0.73 -0.86 -0.81
O 6.93068 0.70723 2.19557 0.35 -0.25 0.76
H 1.65994 -0.54601 0.05230 1.82 0.13 -1.21
C -3.87602 -1.77287 0.98938 -0.09 -0.96 0.68
H -6.24701 -0.14651 -0.91617 2.27 -0.31 -0.99
C 2.10545 -3.19856 0.62944 1.19 -2.05 -1.41
H 2.09162 3.21594 -0.88849 -2.72 -0.08 -0.21
H -4.98008 -1.91274 1.40323 2.19 0.39 -0.89
O 1.93072 1.95748 -3.25192 -2.38 -4.73 3.39
H 0.10120 -1.28806 -1.44639 -1.31 0.07 -1.69
H -4.99445 0.68073 -2.11101 -0.55 -2.03 1.29
H -0.48261 -2.06768 -3.11613 -0.11 2.04 1.60
N 0.63124 3.02991 1.68870 -0.70 -0.26 -0.51
H -2.75355 -0.43702 -2.89457 1.65 -0.57 1.49
H 1.11640 -3.69815 0.23895 1.63 1.21 1.24
H 2.20292 -2.69946 -1.60476 1.14 0.38 1.81
O 0.62138 1.62936 -0.94223 1.16 -1.72 -2.25
H -5.11004 -1.24699 -2.03630 -0.18 2.05 1.31
O 2.75278 -0.17550 -1.86361 -4.75 1.55 0.60
H -3.62470 -2.74989 0.36595 -0.35 2.01 1.44
H -2.52848 -1.85405 -1.65149 1.16 1.81 -1.06
C -0.50877 -1.09514 -2.42592 -0.69 -0.98 0.19
H 0.28117 4.86405 0.42451 0.06 -2.34 -0.02
C 0.53556 -2.05325 2.11362 -3.65 -2.13 0.52
C -4.06880 1.32505 1.20231 0.57 0.90 -0.22
P 1.37371 0.80086 -2.27549 3.17 5.50 -4.10
H 1.22551 0.08894 2.75778 -2.25 -1.23 -0.61
H 1.25967 2.21397 1.51989 -0.60 1.11 -0.01
H 3.61922 -0.37970 0.11561 -1.85 -0.22 -1.25
H 3.91895 -2.68689 -0.76138 -2.19 0.65 0.37
H -0.60609 -0.38786 3.29612 1.75 -0.25 -1.94
O 6.02184 -0.27491 0.19425 -0.60 -1.37 -0.78
H -3.16316 -1.67344 1.92199 -1.27 -0.51 -1.89
O 0.13860 -0.02688 -3.20129 1.37 0.08 3.56
C -2.07035 -0.81343 -2.01512 -0.20 -0.87 0.54
C 2.79150 -2.40264 -0.62891 -0.26 0.97 -0.34
H -0.18783 2.68740 2.24643 1.18 0.42 -0.94
C 2.66814 -0.73931 -0.50897 1.23 -2.40 2.08
Si -3.76808 -0.14654 -0.04833 0.47 -0.04 0.12
H -0.15961 0.09226 1.44472 0.66 -1.38 2.07
C 0.20899 -0.44866 2.44079 1.28 -0.38 -0.15
H -4.25749 2.30958 0.56454 0.36 -1.93 1.52
C -5.16640 -0.25625 -1.39491 -0.57 0.71 -0.95
O 6.84627 1.98671 0.15791 0.28 0.51 -0.49

Record 3
91
Properties=species:S:1:pos:R:3:forces:R:3 method="wB97M-V/def2-TZVPD" charge=0 gap_ev=6.1 multiplicity=1 e_above_lowest_kcal_mol=32.4
C 6.08308 1.04725 1.58984 0.01 -0.03 0.00
S 2.09354 -0.35058 -0.48057 -0.02 -0.08 -0.23
C -3.40477 0.99091 0.14002 0.03 0.03 -0.03
H 0.99281 -1.54392 -3.45157 0.00 -0.01 -0.01
S -1.49731 -2.01679 0.04201 -0.13 -0.11 -0.04
C 4.05356 2.51250 1.80335 0.00 0.01 0.02
H 2.62133 4.40177 -2.72380 0.00 0.00 -0.01
H 6.46874 0.10065 1.20767 0.00 0.01 0.01
Au -0.08789 0.56581 -0.07081 0.15 0.43 0.16
H 6.68394 1.85422 1.17276 0.01 -0.01 0.00
H -0.93504 -4.63369 -4.44265 0.00 0.00 0.01
C -2.62261 1.05065 4.13158 0.04 -0.01 -0.03
H -3.44774 -0.06477 6.38784 0.00 0.00 0.00
C 0.41404 1.65457 -4.17041 0.02 0.00 0.03
H -1.85450 -2.43967 -4.08289 0.01 0.00 0.00
Cl 1.35144 3.33389 -0.61272 -0.10 -0.11 -0.03
C 2.78213 -0.58343 1.08363 0.05 0.06 0.22
N 0.94990 -3.09850 0.50506 -0.03 0.06 -0.05
C -1.76237 -2.66252 3.95842 -0.09 0.06 0.02
N 3.81960 0.09764 1.64655 0.01 -0.15 -0.08
C -1.55083 -2.43796 -3.03328 0.00 0.01 0.02
C 1.13054 2.45108 -5.02379 0.01 0.02 0.07
H -4.30643 1.60470 0.16457 0.01 0.02 0.00
S -0.05279 0.51540 2.42580 0.03 0.01 -0.06
C -1.90614 3.29612 1.09315 -0.01 -0.02 0.01
H 3.01278 2.63640 1.51049 -0.04 0.01 0.01
H -2.75649 1.30346 3.08387 0.02 -0.02 -0.01
C 4.63031 1.25865 1.15123 0.02 0.06 -0.01
P -1.91609 1.97956 -0.15119 -0.07 -0.15 -0.09
H 4.89594 0.46302 -0.85891 -0.03 0.03 0.00
H 2.06120 -4.44235 -2.24112 0.00 0.01 0.01
H -2.86252 -1.71078 6.17083 0.02 0.00 -0.01
C 1.98746 3.43272 -4.52523 0.00 -0.01 -0.07
H -2.86967 3.80858 1.10385 0.00 0.00 0.00
H -1.70895 -0.37245 6.27603 0.00 0.00 0.00
B 1.25972 -2.60596 1.92401 0.03 -0.04 -0.04
C -2.22855 2.83786 -1.70762 0.01 -0.01 0.02
H -2.30854 2.09728 -2.50224 -0.02 0.02 -0.01
Cl -0.71074 0.51938 -4.87305 -0.03 -0.02 -0.02
C 0.78202 -2.53962 -3.84470 0.02 -0.01 0.02
H 2.56814 4.05962 -5.18667 -0.01 -0.01 0.01
C 1.29411 2.80101 -2.29819 0.11 0.08 -0.04
H -1.12248 4.00629 0.82986 0.01 -0.01 0.01
H -2.34143 -2.88790 -2.43837 0.00 0.00 0.00
C -0.71161 -3.21190 3.33544 0.09 -0.01 -0.03
H 1.00233 2.31004 -6.08899 0.00 0.00 0.00
C -2.68678 -0.67146 5.89611 0.00 0.01 0.01
H -2.54473 -3.12352 4.53042 0.02 0.01 -0.01
C -0.60898 -1.03002 2.97631 -0.06 -0.07 0.05
H -3.40926 1.54340 4.70594 -0.01 -0.02 -0.01
C 1.93219 -3.81785 -0.14806 -0.01 0.01 0.03
H 3.68403 1.74901 -0.76179 0.02 -0.03 0.00
N 0.33524 -3.31941 -1.58260 0.03 0.01 0.03
H 4.11128 2.44606 2.89215 -0.01 0.02 -0.02
C -0.04959 -2.80941 -0.37771 0.12 -0.05 0.08
C 2.02677 3.60859 -3.15861 -0.04 -0.03 0.05
H -1.65970 1.43407 4.45957 -0.01 0.01 0.00
H 6.21999 1.07553 2.66983 -0.03 -0.01 0.01
H -3.28796 0.44877 1.07744 -0.01 -0.02 0.00
H -4.90501 -0.27608 4.22880 0.01 0.00 0.00
C -4.11249 -0.91342 3.83489 -0.01 -0.03 0.01
H 0.38447 -5.26913 -3.46124 -0.01 0.00 0.01
C 0.50707 1.68079 -2.72486 0.09 0.22 -0.09
H -1.69122 2.88118 2.07644 0.01 0.02 -0.02
H -3.14719 3.42165 -1.62243 0.00 0.00 0.00
C 1.56270 -3.95208 -1.42706 -0.04 0.01 -0.04
H -3.47212 0.25525 -0.66315 0.00 -0.01 0.01
H 4.61082 3.39242 1.47773 0.00 -0.02 0.00
C 4.01089 -0.39660 2.92605 0.01 0.12 0.00
H -4.33343 -1.94123 4.12271 -0.02 0.02 -0.01
H 0.37957 -2.42792 -4.85159 -0.01 0.00 0.01
H -1.24667 -5.15152 -2.77899 0.01 0.00 0.00
C 3.11288 -1.37552 3.12030 -0.06 -0.05 -0.02
N -1.70207 -1.29259 3.75037 0.01 -0.04 -0.08
H -1.39158 3.49772 -1.93900 -0.01 -0.02 0.01
H 1.71280 -3.10425 -3.91336 0.00 0.01 0.00
N 0.01010 -2.20201 2.74650 -0.07 0.02 0.06
N 2.36059 -1.49699 1.97549 0.04 -0.03 0.01
H 2.94360 -2.00913 3.97280 0.01 0.00 -0.01
H 1.74571 -3.53876 2.52225 -0.01 -0.01 0.00
C 4.63434 1.40274 -0.37035 0.00 -0.03 0.02
H -1.40076 -1.40608 -2.72113 -0.01 -0.01 0.00
H -0.40620 -4.23923 3.25123 0.00 0.01 0.00
H 2.81284 -4.16311 0.36487 -0.01 0.01 -0.01
H 4.75669 -0.00818 3.59137 0.02 -0.01 -0.02
N -0.15794 0.73295 -2.08672 -0.09 -0.19 0.15
C -0.52256 -4.66362 -3.43355 0.01 0.00 0.01
H -4.12736 -0.85956 2.74650 0.01 0.01 -0.01
C -0.25482 -3.23446 -2.95718 -0.04 -0.01 -0.04
H 5.39874 2.14041 -0.62082 0.00 0.00 0.01
C -2.76235 -0.44457 4.38222 0.01 0.02 0.08

Record 4
7
Properties=species:S:1:pos:R:3:forces:R:3 method="wB97M-V/def2-TZVPD" charge=0 gap_ev=8.7 multiplicity=1 e_above_lowest_kcal_mol=24.8
N -0.15566 -0.37611 -2.95652 0.30 0.55 -1.12
O 0.89344 1.01883 2.49030 1.07 0.77 1.36
S 0.61408 -0.72097 0.76341 -0.01 -2.46 -0.79
O -0.32003 1.62849 0.81579 -1.38 2.57 -0.91
C -0.46745 -0.86324 -1.97137 0.09 0.06 -0.38
S -0.92905 -1.60834 -0.58283 0.83 0.93 2.59
N 0.36467 0.92135 1.44122 -0.90 -2.42 -0.76

Record 5
73
Properties=species:S:1:pos:R:3:forces:R:3 method="wB97M-V/def2-TZVPD" charge=0 gap_ev=3.2 multiplicity=1 e_above_lowest_kcal_mol=86.1
H 4.52201 1.43879 1.26020 0.09 -0.46 -0.04
C 3.35053 -0.33742 1.74972 -0.05 0.21 0.19
C -1.91213 2.11540 1.46987 -0.35 0.05 -0.04
H -0.46472 -2.53467 0.13556 0.30 -0.10 0.36
C -0.63112 1.54591 3.87578 -0.24 0.90 0.23
H 1.73249 -3.58139 3.52169 -0.41 -0.17 -0.18
H 5.03064 5.11235 1.60788 -0.16 0.16 0.01
H 0.20280 -4.42294 3.76528 0.08 0.30 -0.57
H 0.76224 -1.51264 3.83455 -0.21 0.04 -0.07
C -3.98501 -0.76555 0.81565 0.09 -0.02 0.25
C -0.01297 -2.22083 3.51236 0.59 -0.17 -0.03
O 2.14448 0.10292 3.77269 0.26 -1.25 0.26
H 3.06057 -2.29218 3.90941 0.31 0.15 -0.06
C 3.23226 4.44770 2.54834 -1.04 -0.35 0.71
H -4.79370 1.96466 1.03732 0.15 0.37 0.04
H -4.48525 -0.74228 -0.15548 0.15 0.09 0.31
H -0.14813 1.37052 0.51890 -0.01 0.02 -0.01
C 4.41624 0.86139 3.83746 0.36 0.22 -0.09
H -4.20875 3.64760 0.78796 -0.19 -0.15 0.03
C 3.26293 -1.75046 1.23272 0.07 -0.51 -0.07
C -1.97232 -1.22445 2.13693 -0.41 0.37 -0.43
C -2.72613 -0.93784 3.29965 0.41 0.06 0.12
C -2.64140 -1.10365 0.87930 -0.19 -0.06 0.43
C -1.86926 2.15307 3.90652 0.20 -0.23 0.47
H 4.25103 1.04214 4.90743 -0.03 -0.14 -0.22
H -2.31850 2.43207 4.86840 0.17 -0.35 -0.44
H -4.60513 -0.36474 4.15267 0.15 -0.03 -0.28
H 1.58494 2.76151 4.97330 0.13 -0.03 -0.11
H 2.97344 4.97587 4.64555 0.11 -0.20 -0.25
C 3.47468 -0.23949 3.35805 -0.42 0.21 -0.28
H 5.46550 0.56600 3.69941 -0.17 0.08 -0.01
H -4.10268 4.24346 4.32146 -0.09 -0.33 0.02
H 4.31153 0.28648 -0.06446 -0.04 -0.03 0.13
C 1.80897 2.37617 2.82693 1.86 1.51 0.75
H 3.11063 -1.74160 0.14629 0.00 0.11 0.18
C 4.46781 0.37077 1.01602 0.52 0.14 -0.03
C -4.05408 -0.56472 3.23131 -0.50 -0.08 -0.47
H -5.65150 3.33516 1.78511 0.25 -0.09 -0.23
H 3.59944 6.12637 1.28847 0.24 -0.01 0.08
C 1.99429 3.07505 4.02063 -0.06 0.65 -1.59
H 4.24463 1.81018 3.31862 0.10 -0.23 0.14
C -4.70281 -0.48358 1.99170 0.22 -0.13 0.18
H 4.41790 6.19661 2.86888 -0.11 -0.15 -0.15
C 3.83816 -1.53574 4.05288 0.19 -0.20 0.05
H 2.41386 -2.28612 1.66507 0.35 0.13 0.02
C -4.66499 2.95115 1.50706 0.21 0.11 -0.19
H 4.19513 -2.28500 1.43227 -0.10 -0.15 0.01
H 0.97572 -4.52419 1.14364 -0.15 0.23 -0.08
N -3.86317 2.87022 2.71872 -0.52 -0.11 0.24
B 1.56692 0.71932 2.64375 -2.33 3.25 0.39
H -5.75596 -0.20941 1.94427 0.23 -0.09 -0.01
C 2.75535 4.27737 3.83499 0.26 -0.39 -0.23
C 4.11766 5.53061 2.05087 0.10 0.29 -0.25
C 0.67571 -3.59432 3.19799 0.09 0.68 0.14
C 0.07401 1.35530 2.66277 0.16 -3.31 0.01
S 2.57418 3.20969 1.50408 0.27 0.55 0.95
C -0.63674 1.58654 1.46282 -0.21 0.55 0.04
C -2.57852 2.40494 2.70170 0.25 -0.19 -0.55
H 4.80513 -1.91243 3.69454 -0.20 -0.04 0.10
H -4.44340 2.52459 4.74385 -0.04 0.33 -0.32
H 5.41616 -0.12966 1.26098 -0.06 0.26 -0.10
H -2.25350 -1.04439 4.27845 -0.19 0.19 -0.37
H -0.72947 -2.31282 4.32744 -0.02 0.07 -0.09
C -0.64039 -1.76514 2.21441 -1.32 -1.17 0.70
C -0.17194 -2.63357 1.18173 1.21 -1.28 -0.02
O 2.10274 0.29557 1.42422 0.39 -0.99 -0.31
H -2.10471 -1.31719 -0.04326 -0.13 0.13 0.22
H 3.91985 -1.34931 5.12966 0.01 -0.01 -0.15
H -2.42406 2.32158 0.51874 0.26 -0.23 0.53
H -0.11899 1.30367 4.80817 -0.23 0.05 -0.16
C -4.52111 3.29121 3.95037 0.13 -0.07 0.06
C 0.56316 -3.68795 1.70186 -1.13 1.12 -0.16
H -5.58397 3.45112 3.72443 0.40 -0.07 0.24